Formula: C16H17NO
Source: the OMol25 dataset
Level of theory: ωB97M-V/def2-TZVPD

Structure (XYZ):
```
35
Properties=species:S:1:pos:R:3:forces:R:3:nbo_charge:R:1
C 2.260077 -1.490581 2.936933 -2.13 0.04 0.88 -0.01
C -1.425699 0.224380 -2.349749 0.86 2.50 -1.88 -0.03
H -4.986413 0.036743 0.269653 -0.89 1.77 0.32 0.48
C 1.078630 1.832515 0.202907 0.98 -1.21 -0.55 -0.22
C -0.457130 0.629767 -3.507819 -0.37 2.62 5.20 -0.60
H 4.433356 -1.204701 0.494024 -1.23 -1.83 -0.14 0.23
H 0.944007 2.344346 -0.744805 -0.12 0.60 0.37 0.21
C -1.550643 -1.102767 -1.937410 1.87 -1.08 -1.16 -0.21
H -0.744108 -1.887598 -2.247591 -1.64 1.61 0.20 0.22
H 2.690644 -2.167993 3.546339 0.98 -2.47 2.03 0.19
H -0.113401 3.099897 1.270046 -1.74 2.32 -0.05 0.20
H 3.198539 -2.562480 -0.187769 -0.34 2.25 0.42 0.23
C -2.180793 1.343487 -1.881412 -0.63 -2.70 0.62 -0.21
H 0.888500 -0.670811 4.345830 -0.38 0.29 2.25 0.40
C 1.194535 0.399056 2.502296 -0.97 -2.75 -0.06 0.23
H -0.346635 1.712901 3.433213 0.83 -0.42 -0.71 0.23
H -0.525327 1.829065 -3.456515 1.40 -2.67 -0.13 0.20
C 3.617686 -2.000316 0.720079 0.63 -0.81 -0.19 -0.67
H 2.520947 0.248014 -0.686426 0.17 0.34 -1.09 0.22
H -1.923192 2.423659 -2.142608 -0.74 -1.83 0.41 0.23
H 0.412807 0.061223 -3.220205 1.15 0.68 -0.75 0.22
C 1.968447 0.681478 0.107518 -2.55 1.48 2.55 -0.22
C -2.595510 -1.521915 -1.165485 -1.50 1.53 1.30 -0.26
N 1.181610 -0.701988 3.431854 3.67 0.81 -4.98 -0.58
H -0.814573 0.438965 -4.422952 -1.30 -1.34 -3.36 0.20
H 4.050876 -3.023210 0.962801 0.21 1.61 1.41 0.23
C -3.427909 -0.478460 -0.693116 0.00 0.73 -1.11 0.29
C 1.955993 -0.016276 1.279706 0.02 -1.43 3.06 -0.08
C 0.360274 2.205202 1.357004 1.76 -2.84 0.26 -0.21
C 2.626409 -1.304903 1.686561 0.15 1.70 -2.92 -0.09
H -4.019341 1.601981 -0.590788 1.64 -1.30 -1.07 0.19
C 0.329907 1.435123 2.593933 0.02 2.29 -2.59 -0.28
H -2.844665 -2.537055 -0.905734 0.32 -0.17 0.10 0.23
C -3.239529 0.863376 -1.081106 -1.14 2.26 1.52 -0.27
O -4.518375 -0.740126 0.080790 1.02 -2.61 -0.15 -0.67
```
Forces are in eV/Å.

Values from the calculation:
HOMO-LUMO gap, eV: 8.7
Energy above the lowest of the compared OMol25 structures with the same formula, charge and spin, kJ/mol: 405.8
Multiplicity: 1
Largest force on an atom, Eh/bohr: 0.121
SMILES: Cc1c[nH]c2ccccc12.Cc1ccc(O)cc1

---

Formula: C16H17NO3S
Source: the OMol25 dataset
Level of theory: ωB97M-V/def2-TZVPD

Structure (XYZ):
```
38
Properties=species:S:1:pos:R:3:forces:R:3:nbo_charge:R:1
C -0.491695 3.154485 1.916345 -11.97 -0.68 -6.41 -0.22
C 2.066780 -2.789876 -1.311383 -7.99 4.97 5.98 -0.26
H -2.610298 -0.433530 2.901715 -0.40 1.50 -2.15 0.23
H 2.531186 -3.094219 -2.079739 4.34 -2.75 -4.88 0.20
H 0.247596 -3.884773 1.356592 -0.87 0.24 0.92 0.24
H 0.665842 -0.181519 -2.856259 -1.23 0.87 -1.31 0.22
H 2.140477 -1.095010 -3.438514 -0.16 -0.40 -1.06 0.21
C 2.224772 -4.875397 -0.050848 -12.80 5.33 -6.19 -0.58
H 0.352804 3.309730 2.298292 6.73 1.33 3.15 0.19
O -1.485025 -2.211722 2.348692 -3.79 -9.11 13.55 -0.53
C -0.938284 4.395581 -0.515848 2.87 -2.85 -2.24 -0.26
C 1.318605 -1.557469 -1.535247 -1.50 -0.70 0.04 0.05
O -1.724814 -0.554154 1.069211 -3.13 6.98 -2.29 -0.51
C 0.200862 -1.123157 -0.856360 0.50 -3.54 4.82 -0.26
C 1.556648 -0.674813 -2.651416 1.80 -0.44 -0.33 -0.64
H -0.804177 4.866592 -2.600818 -0.58 1.48 -2.87 0.24
C 1.451680 -3.470172 -0.291462 2.66 -4.29 1.11 0.09
H -0.551890 1.089783 1.656641 3.66 -5.03 -3.01 0.38
C -0.171747 -1.953949 0.383429 -1.84 3.43 -0.62 -0.10
C -0.541159 3.418653 0.302177 4.61 -0.43 2.89 -0.04
H -0.271040 -0.173663 -0.960841 -0.25 0.35 -0.46 0.22
C -0.214217 4.352222 -1.963163 -7.11 3.74 6.42 -0.26
O -3.292453 2.335699 2.363665 1.69 -0.17 0.77 -0.61
C -2.354116 1.553199 2.213078 -0.65 0.61 -2.54 0.62
N -1.032513 1.738776 2.053358 -2.23 8.62 4.28 -0.59
H 1.627614 -5.710956 0.097315 -2.47 -1.57 -0.53 0.20
C -2.627607 0.173171 1.840362 -5.92 -4.42 3.94 -0.19
H 2.775331 -5.122824 -0.736342 6.23 -2.00 -7.46 0.19
H -1.804073 4.885187 -0.364940 -2.71 2.07 0.67 0.22
H 2.208777 0.006240 -2.214144 1.37 2.02 0.41 0.22
C 0.366660 -3.104282 0.643537 5.30 -3.11 -3.34 -0.25
C -1.226672 -1.615422 1.496500 6.74 4.12 -13.67 0.81
C 0.583950 3.439346 -1.825169 11.25 -6.28 -4.23 -0.31
H 1.396865 3.280300 -2.755806 -2.28 -0.09 2.19 0.21
H -1.407224 3.897813 2.158679 2.38 -1.83 0.63 0.25
H -3.919703 0.078969 1.568796 4.25 0.19 0.21 0.23
S 1.176759 2.608733 -0.387731 -4.03 1.90 -0.62 0.19
H 2.575500 -4.957570 0.727647 7.51 -0.05 14.24 0.18
```
Forces are in eV/Å.

Values from the calculation:
HOMO-LUMO gap, eV: 9.2
Energy above the lowest of the compared OMol25 structures with the same formula, charge and spin, kJ/mol: 1311.9
Multiplicity: 1
Largest force on an atom, Eh/bohr: 0.326
SMILES: Cc1cc(C)cc(C(=O)OCC(=O)NCc2cccs2)c1